34
Properties=species:S:1:pos:R:3:forces:R:3 method="wB97M-V/def2-TZVPD" e_tot_ev=-53611.9330 multiplicity=1 total_charge=0
C -0.3375 -1.5566 2.0710 -0.1 0.0 0.1
O 0.3825 -1.6785 0.8658 0.1 0.0 -0.2
C 1.5038 -2.5374 0.9345 0.2 -0.1 0.2
C 2.7726 -1.8436 1.4759 -0.5 -0.1 -0.2
N 3.5737 -1.2406 0.4364 -0.1 -0.1 0.1
C 3.3140 -0.0721 -0.2053 0.3 -0.1 0.1
S 4.4989 0.6056 -1.1425 0.5 0.3 -0.4
N 2.1052 0.4897 -0.0410 -0.2 -0.3 0.1
C 1.7316 1.6751 -0.7791 -0.1 0.4 -0.1
C 0.3682 2.1711 -0.3168 0.2 -0.1 0.0
C -0.7604 1.1911 -0.4985 -0.1 0.1 0.1
C -0.7179 0.1507 -1.4196 -0.2 0.1 0.0
C -1.7626 -0.7433 -1.5639 -0.1 0.0 0.0
C -2.8906 -0.6033 -0.7741 0.3 0.2 0.0
Cl -4.1993 -1.7176 -0.9247 -0.2 -0.2 0.0
C -2.9805 0.4295 0.1441 0.0 0.0 0.0
C -1.9191 1.3106 0.2695 0.0 -0.3 -0.2
Cl -2.0703 2.5877 1.4296 -0.1 0.1 0.1
H 0.2691 -1.1182 2.8707 0.0 0.0 0.0
H -1.1797 -0.9023 1.8566 0.0 0.0 0.1
H -0.7085 -2.5323 2.4023 0.0 0.0 0.0
H 1.6876 -2.8706 -0.0905 0.1 0.0 0.1
H 1.2630 -3.4104 1.5528 0.0 0.0 0.0
H 2.4770 -1.0826 2.2091 0.0 -0.1 0.0
H 3.3940 -2.5824 1.9824 0.0 0.1 0.0
H 4.5119 -1.5805 0.2971 -0.1 0.1 0.0
H 1.3421 -0.0879 0.2956 0.0 -0.1 0.1
H 1.7433 1.4817 -1.8594 0.1 0.0 0.1
H 2.4881 2.4438 -0.5907 -0.2 -0.1 -0.1
H 0.4324 2.4343 0.7415 0.0 0.1 -0.1
H 0.1280 3.0884 -0.8618 0.0 0.0 0.1
H 0.1511 0.0262 -2.0445 0.2 0.0 -0.1
H -1.7000 -1.5451 -2.2815 0.0 -0.1 -0.1
H -3.8612 0.5469 0.7552 -0.1 0.0 0.0